# 1
Molecular formula: C25H57Cl3
Method: DFT, ωB97M-V with the def2-TZVPD basis set

Geometry as XYZ:
```
85
Properties=species:S:1:pos:R:3
C 21.00 -19.02 -3.43
C 22.12 -19.26 -2.38
C 22.94 -17.95 -2.24
C 24.17 -18.09 -1.30
C 24.98 -16.77 -1.36
C 26.14 -16.79 -0.36
H 21.41 -18.88 -4.43
H 20.46 -18.08 -3.25
H 20.41 -19.91 -3.62
H 21.71 -19.48 -1.39
H 22.74 -20.10 -2.70
H 22.25 -17.19 -1.88
H 23.27 -17.59 -3.22
H 23.88 -18.27 -0.26
H 24.88 -18.88 -1.54
H 25.52 -16.73 -2.31
H 24.36 -15.89 -1.22
H 25.91 -16.82 0.71
H 26.79 -17.60 -0.67
H 26.81 -15.94 -0.49
C 13.62 -23.93 -6.17
C 13.26 -22.54 -6.76
C 14.21 -22.14 -7.86
C 14.10 -20.73 -8.37
C 14.84 -20.55 -9.73
C 16.37 -20.79 -9.63
H 12.91 -24.31 -5.43
H 14.64 -23.85 -5.79
H 13.62 -24.66 -6.97
H 12.25 -22.43 -7.16
H 13.46 -21.92 -5.88
H 13.95 -22.83 -8.67
H 15.23 -22.42 -7.56
H 13.09 -20.31 -8.37
H 14.59 -20.07 -7.65
H 14.47 -21.29 -10.44
H 14.67 -19.56 -10.14
H 16.55 -21.76 -9.16
H 16.85 -20.86 -10.60
H 16.89 -20.03 -9.05
C 11.67 -24.20 -2.65
C 11.93 -22.84 -1.99
C 12.68 -21.88 -2.91
C 13.28 -20.64 -2.20
C 12.29 -19.48 -2.29
C 12.85 -18.17 -1.73
H 10.94 -24.22 -3.46
H 11.33 -24.88 -1.87
H 12.53 -24.69 -3.10
H 11.03 -22.34 -1.65
H 12.61 -23.09 -1.17
H 11.97 -21.51 -3.65
H 13.46 -22.46 -3.39
H 13.53 -20.93 -1.18
H 14.25 -20.41 -2.65
H 11.92 -19.36 -3.31
H 11.35 -19.78 -1.82
H 13.85 -17.99 -2.13
H 12.25 -17.31 -2.00
H 12.82 -18.19 -0.64
C 22.59 -25.58 -5.83
C 22.58 -24.30 -6.75
C 21.21 -23.70 -6.92
C 21.22 -22.46 -7.90
C 19.91 -21.58 -8.08
C 20.07 -20.28 -8.93
H 23.59 -26.01 -5.78
H 22.04 -26.42 -6.26
H 22.18 -25.42 -4.83
H 23.25 -23.57 -6.30
H 22.92 -24.54 -7.75
H 20.79 -23.43 -5.95
H 20.53 -24.42 -7.37
H 22.01 -21.85 -7.45
H 21.60 -22.73 -8.88
H 19.18 -22.21 -8.59
H 19.47 -21.35 -7.11
H 20.61 -19.45 -8.48
H 20.73 -20.52 -9.77
H 19.15 -19.87 -9.36
C 17.33 -21.98 -4.80
Cl 16.88 -20.39 -5.44
Cl 16.14 -22.53 -3.59
Cl 18.94 -21.98 -4.27
H 17.15 -22.57 -5.70
```

Calculated values
SMILES: ClC(Cl)Cl.CCCCCC.CCCCCC.CCCCCC.CCCCCC
2S+1: 1
E_HOMO in eV: -10.5
DFT total energy in eV: -64416.2451

Results of the Mulliken charge analysis, in e, for atoms 1 through 4: atom 1 (C): -0.775, atom 2 (C): -0.272, atom 3 (C): -0.796, atom 4 (C): -0.670

# 2
Molecular formula: C25H57NO14PS4
Method: DFT, ωB97M-V with the def2-TZVPD basis set

Geometry as XYZ:
```
102
Properties=species:S:1:pos:R:3
C -2.00 -4.15 3.02
C -1.58 -2.79 2.28
C -2.05 -2.58 0.75
C -0.79 -1.73 2.87
C -1.42 -0.38 3.44
C -0.23 0.61 3.87
C 0.34 1.54 2.69
C -0.26 1.24 1.24
C 1.96 1.57 2.62
C 2.49 3.06 2.35
P 3.77 3.21 0.96
C 5.24 3.39 2.22
C 6.66 3.36 1.46
N 6.83 3.60 0.19
C 2.44 3.16 -0.41
O 1.75 4.24 -0.58
O 2.19 2.10 -1.24
H -1.59 -5.07 2.47
H -1.56 -4.09 4.07
H -3.14 -4.15 3.06
H -3.17 -2.83 0.69
H -1.47 -3.28 0.06
H -1.93 -1.49 0.47
H 0.35 -1.83 2.90
H -1.98 -0.66 4.41
H -2.21 0.09 2.76
H 0.58 -0.02 4.39
H -0.66 1.30 4.68
H 0.02 2.62 2.95
H 0.24 1.88 0.45
H -1.37 1.55 1.24
H -0.15 0.14 0.94
H 2.33 1.27 3.67
H 2.38 0.78 1.91
H 2.99 3.42 3.32
H 1.63 3.78 2.12
H 4.09 4.56 0.52
H 4.49 2.12 0.36
H 5.15 4.47 2.63
H 5.21 2.63 3.06
H 7.58 3.10 2.10
H 7.85 3.50 0.00
O -4.03 -2.52 -4.02
S -2.59 -2.59 -4.06
O -1.78 -2.38 -2.89
O -2.05 -1.63 -5.24
C -2.45 -0.26 -5.24
C -1.67 0.55 -4.22
C -2.12 -4.13 -4.80
H -3.53 -0.17 -5.07
H -2.25 0.13 -6.24
H -1.92 0.25 -3.20
H -1.89 1.62 -4.32
H -0.60 0.40 -4.34
H -2.69 -4.27 -5.72
H -2.35 -4.92 -4.09
H -1.05 -4.11 -5.01
O -3.72 3.06 -2.55
S -4.70 3.87 -1.88
O -4.89 3.82 -0.46
O -6.14 3.65 -2.60
C -6.63 2.32 -2.75
C -7.21 1.80 -1.44
C -4.47 5.56 -2.36
H -5.85 1.66 -3.13
H -7.42 2.36 -3.50
H -6.42 1.66 -0.69
H -7.70 0.84 -1.60
H -7.93 2.51 -1.03
H -4.38 5.61 -3.44
H -3.55 5.92 -1.89
H -5.32 6.15 -2.01
O 1.89 -1.75 6.86
S 1.61 -3.07 6.37
O 0.48 -3.34 5.52
O 1.58 -4.10 7.62
C 0.72 -3.80 8.72
C -0.72 -4.14 8.41
C 3.06 -3.71 5.59
H 0.83 -2.75 9.03
H 1.06 -4.41 9.56
H -1.12 -3.48 7.64
H -1.34 -4.04 9.31
H -0.81 -5.16 8.04
H 3.92 -3.56 6.25
H 3.21 -3.17 4.66
H 2.91 -4.77 5.39
O 3.32 -1.12 -4.19
S 2.86 -0.11 -5.12
O 1.56 -0.19 -5.73
O 3.97 0.06 -6.29
C 4.39 -1.10 -7.00
C 3.37 -1.52 -8.04
C 3.05 1.48 -4.38
H 4.62 -1.91 -6.31
H 5.32 -0.83 -7.51
H 2.45 -1.88 -7.56
H 3.76 -2.32 -8.66
H 3.09 -0.68 -8.67
H 4.06 1.56 -3.97
H 2.31 1.58 -3.59
H 2.88 2.24 -5.15
```

Calculated values
2S+1: 1
E_HOMO in eV: -3.7
DFT total energy in eV: -109625.4985
Total charge: -1

Results of the Mulliken charge analysis, in e, for atoms 1 through 4: atom 1 (C): -0.952, atom 2 (C): -0.017, atom 3 (C): -0.797, atom 4 (C): -0.147

# 3
Molecular formula: C25H58GaO
Method: DFT, ωB97M-V with the def2-TZVPD basis set

Geometry as XYZ:
```
85
Properties=species:S:1:pos:R:3
C 2.95 0.24 -4.33
O 2.26 0.82 -5.42
C 1.46 -0.10 -6.13
C 0.06 -0.30 -5.53
C -0.55 -1.65 -5.96
C -0.13 -2.81 -5.05
C -0.80 -2.78 -3.66
C 0.18 -2.72 -2.49
C -0.48 -2.37 -1.16
C -0.57 -0.85 -0.90
C -0.42 -0.44 0.57
C 1.01 -0.06 0.97
C 1.81 -1.18 1.63
C 3.27 -0.81 1.92
Ga 3.63 -0.34 3.88
H 2.32 -0.43 -3.74
H 3.30 1.05 -3.69
H 3.82 -0.34 -4.69
H 1.36 0.31 -7.14
H 1.98 -1.07 -6.22
H -0.59 0.52 -5.85
H 0.13 -0.23 -4.44
H -0.25 -1.85 -6.99
H -1.65 -1.58 -5.97
H 0.96 -2.79 -4.93
H -0.35 -3.76 -5.55
H -1.46 -1.90 -3.60
H -1.45 -3.66 -3.54
H 0.72 -3.67 -2.41
H 0.94 -1.97 -2.73
H -1.50 -2.77 -1.14
H 0.06 -2.85 -0.34
H -1.53 -0.48 -1.30
H 0.21 -0.34 -1.48
H -1.11 0.38 0.81
H -0.74 -1.28 1.21
H 1.55 0.27 0.07
H 0.99 0.81 1.65
H 1.30 -1.43 2.58
H 1.73 -2.08 1.00
H 3.94 -1.63 1.63
H 3.55 0.06 1.30
H 2.35 -0.84 4.76
H 5.00 -1.06 4.37
H 3.78 1.27 4.08
C 1.16 6.49 0.30
C -0.01 5.99 -0.54
C -0.58 4.66 -0.05
C 0.40 3.49 -0.06
C 1.02 3.19 -1.42
C -0.02 2.82 -2.48
H 2.00 5.80 0.28
H 1.52 7.46 -0.06
H 0.86 6.62 1.34
H 0.31 5.89 -1.58
H -0.81 6.73 -0.54
H -1.46 4.40 -0.66
H -0.96 4.79 0.97
H -0.12 2.59 0.29
H 1.20 3.67 0.67
H 1.73 2.37 -1.30
H 1.61 4.05 -1.77
H -0.60 1.95 -2.16
H 0.44 2.58 -3.44
H -0.72 3.64 -2.65
C -4.29 -3.21 6.06
C -3.96 -2.58 4.71
C -2.57 -2.94 4.19
C -1.41 -2.49 5.09
C -1.38 -0.99 5.38
C -1.25 -0.14 4.12
H -3.60 -2.87 6.84
H -5.30 -2.96 6.39
H -4.21 -4.30 6.01
H -4.06 -1.50 4.78
H -4.71 -2.91 3.98
H -2.45 -2.51 3.19
H -2.51 -4.03 4.06
H -0.47 -2.77 4.60
H -1.44 -3.04 6.03
H -0.53 -0.79 6.03
H -2.27 -0.69 5.94
H -0.35 -0.43 3.57
H -1.16 0.92 4.36
H -2.11 -0.26 3.46
```

Calculated values
2S+1: 1
E_HOMO in eV: -4.5
DFT total energy in eV: -81289.2329
Total charge: -1

Results of the Mulliken charge analysis, in e, for atoms 1 through 4: atom 1 (C): -0.291, atom 2 (O): -0.379, atom 3 (C): -0.781, atom 4 (C): 0.689

# 4
Molecular formula: C25H58N8O9
Method: DFT, ωB97M-V with the def2-TZVPD basis set

Geometry as XYZ:
```
100
Properties=species:S:1:pos:R:3
C 4.32 0.60 -1.57
C 3.21 -0.35 -1.97
O 3.44 -1.50 -2.14
O 1.96 0.09 -2.18
C 1.47 0.90 -1.10
C -0.06 0.75 -0.91
N -0.73 0.51 -2.16
H 3.97 1.60 -1.32
H 5.02 0.64 -2.41
H 4.83 0.15 -0.72
H 1.92 0.59 -0.14
H 1.73 1.94 -1.29
H -0.41 1.62 -0.36
H -0.20 -0.12 -0.27
H -1.52 -0.10 -2.07
H -0.96 1.36 -2.66
C -1.50 -3.14 -0.87
O -1.51 -1.95 -1.15
N -0.41 -3.92 -0.96
C -0.44 -5.33 -0.62
C 0.84 -3.32 -1.41
H -2.40 -3.67 -0.52
H 0.27 -5.51 0.20
H -0.15 -5.92 -1.49
H -1.43 -5.63 -0.30
H 1.12 -2.52 -0.73
H 0.71 -2.91 -2.41
H 1.63 -4.07 -1.42
C -5.26 0.55 -2.83
O -4.25 1.18 -3.08
N -5.38 -0.36 -1.85
C -6.62 -1.07 -1.61
C -4.23 -0.65 -1.01
H -6.20 0.69 -3.41
H -6.97 -0.87 -0.60
H -6.46 -2.15 -1.73
H -7.39 -0.75 -2.32
H -3.91 0.26 -0.50
H -3.41 -1.01 -1.62
H -4.48 -1.41 -0.27
C -2.47 1.60 2.24
O -2.06 0.89 1.33
N -2.69 2.92 2.14
C -3.19 3.71 3.25
C -2.44 3.58 0.86
H -2.69 1.20 3.24
H -4.14 4.18 2.99
H -2.46 4.50 3.49
H -3.33 3.09 4.13
H -3.06 3.12 0.09
H -1.39 3.45 0.59
H -2.67 4.64 0.94
C 3.17 -6.65 0.62
O 2.95 -5.45 0.67
N 3.63 -7.30 -0.47
C 3.88 -8.73 -0.46
C 3.89 -6.54 -1.68
H 3.01 -7.31 1.49
H 4.93 -8.92 -0.69
H 3.26 -9.21 -1.22
H 3.64 -9.15 0.51
H 4.63 -5.77 -1.48
H 2.97 -6.06 -2.01
H 4.25 -7.20 -2.46
C -6.56 5.56 2.85
O -5.49 5.38 3.41
N -7.74 5.68 3.49
C -8.98 5.89 2.77
C -7.76 5.61 4.94
H -6.65 5.62 1.76
H -9.43 6.84 3.09
H -9.68 5.08 2.99
H -8.81 5.92 1.70
H -7.13 6.40 5.36
H -7.37 4.65 5.26
H -8.78 5.73 5.30
C 8.66 -2.36 -0.86
O 9.87 -2.31 -0.79
N 7.95 -2.31 -2.00
C 6.50 -2.38 -2.02
C 8.66 -2.19 -3.26
H 8.02 -2.46 0.04
H 6.18 -3.25 -2.60
H 6.09 -1.48 -2.47
H 6.10 -2.47 -1.01
H 9.34 -3.03 -3.38
H 9.26 -1.27 -3.25
H 7.96 -2.16 -4.08
C 2.05 4.42 0.24
O 0.98 4.62 -0.29
N 2.32 4.60 1.55
C 3.63 4.34 2.12
C 1.26 5.07 2.42
H 2.93 4.06 -0.33
H 3.55 3.57 2.89
H 4.03 5.25 2.56
H 4.31 3.99 1.35
H 0.42 4.37 2.39
H 0.90 6.04 2.07
H 1.62 5.17 3.44
```

Calculated values
SMILES: CC(=O)OCCN.CN(C)C=O.CN(C)C=O.CN(C)C=O.CN(C)C=O.CN(C)C=O.CN(C)C=O.CN(C)C=O
2S+1: 1
E_HOMO in eV: -7.5
DFT total energy in eV: -57213.5011

Results of the Mulliken charge analysis, in e, for atoms 1 through 4: atom 1 (C): -0.724, atom 2 (C): 0.655, atom 3 (O): -0.494, atom 4 (O): -0.294

# 5
Molecular formula: C25H59Br2N3O2
Method: DFT, ωB97M-V with the def2-TZVPD basis set

Geometry as XYZ:
```
91
Properties=species:S:1:pos:R:3
C 6.04 3.01 2.61
O 7.44 3.23 2.73
C 7.76 4.50 3.26
C 6.93 5.70 2.70
O 5.77 6.00 3.49
C 4.58 6.01 2.73
C 3.38 6.02 3.74
Br 3.60 4.75 5.23
C 1.99 5.86 3.05
C 1.55 4.37 2.81
Br 1.83 6.83 1.34
H 5.69 3.42 1.64
H 5.82 1.92 2.64
H 5.44 3.47 3.43
H 7.74 4.56 4.37
H 8.81 4.70 2.96
H 6.70 5.61 1.61
H 7.59 6.60 2.78
H 4.48 5.16 2.02
H 4.55 6.94 2.12
H 3.40 7.03 4.19
H 1.24 6.31 3.73
H 1.21 4.22 1.76
H 0.66 4.12 3.43
H 2.34 3.62 2.99
C -0.50 -1.33 -2.41
C 0.24 -0.03 -2.14
N -0.09 0.55 -0.84
C 0.36 1.92 -0.69
C 1.86 2.19 -0.72
C 0.12 -0.31 0.31
C 1.52 -0.88 0.53
H -1.58 -1.21 -2.29
H -0.31 -1.65 -3.44
H -0.17 -2.14 -1.76
H -0.05 0.68 -2.92
H 1.32 -0.20 -2.25
H -0.06 2.34 0.23
H -0.11 2.51 -1.49
H 2.35 1.87 0.20
H 2.04 3.27 -0.81
H 2.35 1.71 -1.57
H -0.58 -1.15 0.24
H -0.19 0.22 1.22
H 1.96 -1.30 -0.38
H 1.48 -1.69 1.27
H 2.21 -0.13 0.93
C -4.07 -4.64 4.69
C -2.75 -3.87 4.76
N -2.10 -3.73 3.47
C -0.72 -3.28 3.56
C -0.46 -1.89 4.14
C -2.89 -3.11 2.42
C -3.45 -1.71 2.68
H -3.94 -5.60 4.20
H -4.45 -4.82 5.70
H -4.84 -4.08 4.15
H -2.09 -4.43 5.42
H -2.93 -2.90 5.24
H -0.26 -3.35 2.58
H -0.18 -4.01 4.18
H -0.73 -1.10 3.43
H 0.61 -1.77 4.35
H -0.99 -1.72 5.08
H -3.74 -3.77 2.19
H -2.31 -3.09 1.49
H -3.92 -1.62 3.66
H -4.22 -1.47 1.93
H -2.68 -0.94 2.59
C -3.78 -3.40 -3.79
C -4.22 -3.53 -5.25
N -4.08 -2.29 -5.99
C -4.76 -2.31 -7.28
C -4.28 -3.31 -8.33
C -2.75 -1.70 -6.00
C -1.58 -2.55 -6.51
H -4.30 -2.58 -3.30
H -4.02 -4.32 -3.25
H -2.71 -3.25 -3.70
H -5.27 -3.82 -5.25
H -3.66 -4.36 -5.71
H -4.75 -1.30 -7.71
H -5.82 -2.51 -7.09
H -3.33 -3.00 -8.78
H -5.00 -3.36 -9.15
H -4.17 -4.32 -7.93
H -2.51 -1.39 -4.98
H -2.78 -0.76 -6.56
H -1.58 -3.55 -6.09
H -0.64 -2.08 -6.23
H -1.58 -2.62 -7.60
```

Calculated values
SMILES: COCCOC[C@H](Br)[C@H](C)Br.CCN(CC)CC.CCN(CC)CC.CCN(CC)CC
2S+1: 1
E_HOMO in eV: -8.1
DFT total energy in eV: -175529.9695

Results of the Mulliken charge analysis, in e, for atoms 1 through 4: atom 1 (C): -0.312, atom 2 (O): -0.416, atom 3 (C): -0.456, atom 4 (C): -0.577

Number 1: frontier orbital gap 11.1 eV, molecular weight 464.09 g/mol. Number 2: frontier orbital gap 5.7 eV, molecular weight 754.97 g/mol. Number 3: frontier orbital gap 7.0 eV, molecular weight 444.46 g/mol. Number 4: frontier orbital gap 8.1 eV, molecular weight 614.79 g/mol. Number 5: frontier orbital gap 8.6 eV, molecular weight 593.57 g/mol.